Record 1
C30H38BCl5IrO6PS2Si2 | wB97M-V/def2-TZVPD

Results
DFT total energy = -5764.43719 Eh
HOMO (spin up / spin down) = -2.207 / -3.971 eV
orbital gap (spin up / spin down) = 4.29 / 4.60 eV
multiplicity = 6
charge = -1
lowest unoccupied orbital energy (spin up / spin down) = 2.080 / 0.632 eV

Last column: Löwdin charge in e.
Element x y z (Å)
Ir (-0.569, 0.071, -0.174)  0.94
C (1.189, 2.420, -2.247)  -0.18
Si (0.219, 2.367, -0.625)  0.47
C (1.255, 3.297, 0.658)  -0.20
C (-1.300, 3.441, -0.937)  -0.31
C (-1.233, 4.839, -0.917)  -0.10
C (-2.342, 5.607, -1.231)  -0.10
C (-3.537, 4.985, -1.583)  -0.10
C (-3.606, 3.602, -1.620)  -0.10
C (-2.495, 2.817, -1.292)  -0.31
Si (-2.522, 0.932, -1.375)  0.48
C (-4.070, 0.339, -0.469)  -0.20
C (-2.806, 0.567, -3.214)  -0.21
H (1.169, 3.454, -2.608)  0.03
H (0.737, 1.782, -3.008)  0.01
H (2.221, 2.103, -2.102)  0.03
H (1.863, 4.045, 0.139)  0.04
H (1.932, 2.664, 1.235)  0.03
H (0.614, 3.817, 1.372)  0.01
H (-0.306, 5.334, -0.644)  0.10
H (-2.282, 6.689, -1.201)  0.10
H (-4.408, 5.581, -1.827)  0.10
H (-4.543, 3.129, -1.901)  0.10
H (-4.959, 0.783, -0.930)  0.03
H (-4.039, 0.629, 0.583)  0.03
H (-4.169, -0.749, -0.511)  0.02
H (-3.435, 1.370, -3.611)  0.03
H (-3.322, -0.380, -3.386)  0.01
H (-1.874, 0.566, -3.786)  0.02
C (0.974, 1.307, 5.598)  -0.18
O (0.871, 0.354, 4.562)  -0.32
C (1.287, -0.937, 4.886)  -1.35
S (1.148, -1.616, 6.474)  0.44
S (0.694, -2.224, 3.894)  0.54
H (0.582, 2.241, 5.195)  0.07
H (2.019, 1.448, 5.901)  0.08
H (0.399, 1.006, 6.474)  0.04
O (1.763, -0.019, 1.694)  0.11
B (1.446, 0.260, 0.369)  -0.82
O (2.625, 0.418, -0.378)  0.10
C (3.654, 0.203, 0.508)  -0.20
C (5.010, 0.215, 0.268)  0.00
C (5.833, -0.063, 1.359)  -0.10
C (5.302, -0.344, 2.615)  -0.08
C (3.927, -0.355, 2.847)  0.03
C (3.131, -0.066, 1.761)  -0.20
H (5.408, 0.425, -0.716)  0.11
H (6.907, -0.068, 1.223)  0.09
H (5.973, -0.566, 3.435)  0.10
H (3.479, -0.591, 3.808)  0.10
Cl (-1.214, 1.986, 2.405)  0.77
C (-1.718, 0.345, 2.620)  -0.68
C (-1.550, -0.554, 1.563)  -0.36
C (-2.051, -1.836, 1.786)  -0.70
Cl (-1.925, -3.026, 0.531)  0.76
C (-2.646, -2.222, 2.980)  -0.74
Cl (-3.215, -3.833, 3.199)  0.67
C (-2.761, -1.305, 4.016)  -0.72
Cl (-3.456, -1.770, 5.514)  0.69
C (-2.301, -0.007, 3.830)  -0.70
Cl (-2.473, 1.149, 5.090)  0.71
C (-2.422, -3.995, -2.971)  -0.07
C (-1.833, -2.623, -2.750)  -0.33
O (-0.527, -2.786, -2.188)  -0.29
P (0.297, -1.534, -1.596)  0.60
O (0.873, -0.805, -2.889)  -0.27
C (1.821, -1.448, -3.765)  -0.26
C (1.655, -0.858, -5.144)  -0.07
O (1.569, -2.336, -1.078)  -0.25
C (1.631, -2.899, 0.267)  -0.26
C (1.420, -4.391, 0.223)  -0.07
H (-3.411, -3.906, -3.423)  0.08
H (-2.523, -4.524, -2.022)  0.06
H (-1.786, -4.586, -3.632)  0.08
H (-2.448, -2.043, -2.058)  0.06
H (-1.750, -2.067, -3.687)  0.11
H (1.649, -2.525, -3.765)  0.12
H (2.818, -1.260, -3.363)  0.12
H (0.657, -1.063, -5.534)  0.08
H (2.390, -1.288, -5.826)  0.08
H (1.798, 0.223, -5.115)  0.08
H (0.896, -2.410, 0.909)  0.05
H (2.619, -2.642, 0.645)  0.13
H (0.444, -4.632, -0.198)  0.05
H (1.466, -4.782, 1.241)  0.08
H (2.191, -4.876, -0.379)  0.08

---

Record 2
C22H26N2OS2 | wB97M-V/def2-TZVPD

Results
DFT total energy = -1834.95429 Eh
HOMO = -6.123 eV
orbital gap = 4.82 eV
lowest unoccupied orbital energy = -1.303 eV

Last column: Löwdin charge in e.
Element x y z (Å)
C (-5.726, 2.930, -1.401)  -0.09
C (-4.480, 3.808, -1.400)  -0.31
O (-3.363, 2.877, -1.251)  -0.25
C (-2.078, 3.315, -1.164)  -1.35
S (-0.857, 2.173, -0.896)  0.66
S (-1.865, 4.965, -1.290)  0.54
H (-6.647, 3.527, -1.489)  0.07
H (-5.703, 2.205, -2.225)  0.07
H (-5.797, 2.359, -0.466)  0.07
H (-4.409, 4.388, -2.338)  0.10
H (-4.511, 4.529, -0.566)  0.10
C (6.197, -2.114, -2.284)  -0.03
N (4.948, -1.655, -2.845)  -0.13
C (4.746, -1.644, -4.274)  -0.13
C (3.306, -1.114, -4.453)  -0.09
C (2.824, -0.859, -3.078)  -0.15
C (3.877, -1.147, -2.173)  -0.17
C (3.719, -0.954, -0.789)  0.01
C (2.498, -0.480, -0.340)  -0.02
C (1.347, -0.431, -1.194)  -0.21
C (-0.014, -0.343, -0.714)  -0.09
C (-0.443, -0.606, 0.635)  -0.24
C (-1.731, -0.145, 1.033)  0.00
C (-2.047, -0.102, 2.377)  -0.14
C (-1.182, -0.693, 3.334)  -0.17
N (-1.771, -0.683, 4.563)  -0.14
C (-1.246, -1.237, 5.786)  -0.03
C (-3.035, 0.015, 4.556)  -0.13
C (-3.237, 0.429, 3.081)  -0.09
C (0.015, -1.324, 2.949)  0.00
C (0.367, -1.280, 1.608)  -0.03
C (1.582, -0.488, -2.603)  0.05
H (6.074, -2.420, -1.237)  0.09
H (6.532, -2.983, -2.867)  0.09
H (6.993, -1.349, -2.338)  0.10
H (5.480, -1.000, -4.775)  0.12
H (4.860, -2.657, -4.686)  0.12
H (3.315, -0.213, -5.069)  0.12
H (2.698, -1.853, -4.981)  0.12
H (4.542, -1.191, -0.105)  0.11
H (2.405, -0.170, 0.708)  0.12
H (-0.780, -0.418, -1.502)  0.10
H (-2.440, 0.250, 0.307)  0.11
H (-0.312, -1.782, 5.615)  0.08
H (-1.061, -0.439, 6.527)  0.10
H (-1.979, -1.929, 6.230)  0.09
H (-3.845, -0.636, 4.910)  0.12
H (-2.999, 0.889, 5.219)  0.12
H (-3.314, 1.516, 3.002)  0.13
H (-4.169, 0.007, 2.698)  0.12
H (0.641, -1.830, 3.692)  0.10
H (1.287, -1.763, 1.272)  0.10
H (0.787, -0.249, -3.309)  0.14

---

Record 3
C29H20ClIMnO2P | wB97M-V/def2-TZVPD

Results
DFT total energy = -3517.27476 Eh
HOMO (spin up / spin down) = -13.990 / -14.058 eV
orbital gap (spin up / spin down) = 5.65 / 6.84 eV
multiplicity = 5
charge = +2
lowest unoccupied orbital energy (spin up / spin down) = -8.343 / -7.216 eV

Last column: Löwdin charge in e.
Element x y z (Å)
Mn (-0.243, 1.752, -0.059)  0.63
Cl (5.264, 6.395, -0.198)  0.74
C (4.163, 5.063, -0.194)  -0.64
C (4.603, 3.778, -0.679)  -0.01
C (3.722, 2.753, -0.807)  0.02
C (2.389, 2.889, -0.397)  -0.27
O (1.527, 1.898, -0.569)  -0.19
C (1.957, 4.166, 0.044)  -0.12
C (0.637, 4.444, 0.428)  -0.08
O (-0.313, 3.603, 0.432)  -0.21
C (2.879, 5.232, 0.164)  -0.05
H (5.671, 3.675, -0.968)  0.14
H (4.083, 1.846, -1.202)  0.12
H (0.365, 5.441, 0.734)  0.15
H (2.494, 6.192, 0.505)  0.14
I (-2.739, 1.795, 0.481)  1.36
C (-3.832, -0.008, 0.110)  -0.52
C (-5.139, 0.264, -0.043)  -0.15
C (-6.049, -0.827, -0.055)  -0.02
C (-5.590, -2.124, 0.043)  0.01
C (-4.225, -2.407, 0.090)  -0.13
C (-3.756, -3.770, -0.021)  0.04
C (-2.434, -4.024, -0.142)  -0.03
C (-1.512, -2.971, -0.123)  -0.06
C (-1.913, -1.645, 0.009)  -0.28
P (-0.393, -0.639, 0.028)  1.02
C (0.572, -1.139, -1.365)  -0.39
C (1.668, -1.979, -1.377)  -0.05
C (2.306, -2.255, -2.603)  -0.04
C (1.806, -1.748, -3.760)  -0.05
C (0.722, -0.882, -3.777)  -0.04
C (0.160, -0.564, -2.581)  -0.11
C (0.504, -0.904, 1.605)  -0.34
C (1.759, -0.308, 1.783)  -0.10
C (2.340, -0.343, 3.019)  -0.06
C (1.705, -0.924, 4.124)  -0.01
C (0.436, -1.496, 3.928)  -0.03
C (-0.140, -1.514, 2.659)  -0.08
C (-3.289, -1.324, 0.107)  -0.18
H (-5.543, 1.295, -0.114)  0.12
H (-7.104, -0.664, -0.148)  0.12
H (-6.277, -2.945, -0.001)  0.13
H (-4.463, -4.568, -0.034)  0.13
H (-2.095, -4.992, -0.308)  0.11
H (-0.482, -3.256, -0.226)  0.11
H (2.108, -2.404, -0.493)  0.12
H (3.163, -2.908, -2.564)  0.12
H (2.216, -1.943, -4.743)  0.13
H (0.426, -0.385, -4.672)  0.12
H (-0.742, 0.039, -2.518)  0.10
H (2.324, 0.199, 1.000)  0.10
H (3.313, 0.094, 3.138)  0.12
H (2.223, -1.003, 5.083)  0.13
H (-0.106, -2.004, 4.696)  0.11
H (-1.122, -1.945, 2.535)  0.11

---

Record 4
C5H30NO11 | wB97M-V/def2-TZVPD

Results
DFT total energy = -1090.88873 Eh
HOMO = -6.190 eV
orbital gap = 9.11 eV
charge = -1
lowest unoccupied orbital energy = 2.917 eV

Last column: Löwdin charge in e.
Element x y z (Å)
C (-0.259, 0.060, -1.053)  -0.27
O (0.205, 1.295, -1.396)  -0.26
C (0.630, -1.025, -0.279)  -0.29
C (0.453, -2.390, -0.997)  -0.21
C (0.381, -3.581, -0.082)  -0.19
C (-0.419, -3.753, 0.984)  -0.02
N (2.116, -0.715, -0.037)  0.05
H (-0.597, -0.485, -1.949)  0.10
H (-1.118, 0.137, -0.339)  0.11
H (0.225, -1.115, 0.772)  0.10
H (-0.330, -2.323, -1.725)  0.09
H (1.365, -2.577, -1.683)  0.11
H (1.152, -4.525, -0.498)  0.15
H (-1.018, -2.996, 1.429)  0.01
H (-0.655, -4.823, 1.234)  0.06
H (2.506, -1.590, -0.297)  0.03
H (2.505, 0.007, -0.671)  0.07
H (-2.146, 1.801, 2.935)  0.13
H (-0.794, 1.980, 2.242)  -0.01
O (-1.640, 1.503, 2.102)  -0.09
H (-0.798, 1.529, -2.735)  0.03
H (-2.310, 1.010, -3.098)  0.05
O (-1.473, 1.323, -3.484)  -0.11
H (2.022, 0.540, 2.219)  0.04
H (1.231, -0.202, 3.221)  -0.01
O (1.677, 0.635, 3.110)  -0.05
H (0.460, 2.934, 1.941)  -0.01
H (0.968, 2.171, 3.074)  -0.03
O (0.361, 2.878, 2.904)  -0.08
H (3.093, -0.922, -3.687)  0.01
H (1.627, -0.403, -3.235)  0.01
O (2.392, -1.062, -3.067)  -0.11
H (-2.111, 2.595, 0.360)  -0.02
H (-1.638, 2.353, -1.051)  -0.03
O (-2.364, 2.655, -0.543)  -0.04
H (0.927, 1.378, -3.018)  0.02
H (0.249, 0.783, -4.168)  0.02
O (1.127, 0.949, -3.852)  -0.04
H (0.340, 2.102, -0.483)  0.06
H (-0.349, 3.659, -0.204)  -0.06
O (0.168, 3.090, 0.268)  -0.21
H (-0.618, -1.340, 2.735)  -0.02
H (-0.522, -0.254, 3.812)  0.08
O (-0.206, -1.179, 3.585)  -0.08
H (-2.590, -1.057, 0.948)  0.02
H (-2.045, -0.035, 1.974)  0.00
O (-2.182, -1.014, 1.786)  -0.10